The following is a quantum chemistry calculation of a molecular structure, C9H18Cl2HfN2O, from the OMol25 dataset.

Values from the calculation:
E_HOMO (alpha / beta) = -0.2350 / -0.2351 Ha
ΔE to the lowest compared entry with this formula, charge and spin = 256.3 kJ/mol
Largest force on an atom = 5.82 eV/A
Net charge = 0
DFT total energy = -1506.8602 a.u.
Kohn-Sham gap (alpha / beta) = 5.89 / 5.89 eV

Cartesian coordinates (Å):
Hf 1.520 -0.348 -0.275
Cl 1.568 -2.678 -0.336
Cl 2.506 0.858 1.494
C 3.282 -0.146 -1.212
H 3.371 0.971 -1.477
H 3.294 -0.647 -2.232
C -0.290 0.950 -1.219
C 0.604 0.524 -2.091
H -0.141 1.790 -0.560
C 0.522 -0.670 -3.038
H 1.419 1.137 -2.443
C -0.750 -0.383 -3.822
H 1.393 -0.689 -3.717
H 0.447 -1.670 -2.574
C -1.949 -0.188 -2.859
H -0.514 0.526 -4.407
H -1.012 -1.211 -4.484
C -1.769 0.752 -1.626
H -2.798 0.154 -3.465
H -2.242 -1.138 -2.395
H -2.145 1.770 -1.906
H -2.357 0.344 -0.756
C 0.182 -0.104 4.094
N -0.958 -0.797 3.506
C -1.082 -1.046 2.175
N -2.188 -1.768 1.867
O -0.258 -0.646 1.297
H 0.742 0.448 3.329
H 0.869 -0.824 4.560
H -0.198 0.593 4.852
H -1.682 -1.189 4.104
H -2.305 -2.025 0.877
H -2.833 -2.106 2.559

The following is a quantum chemistry calculation of a molecular structure, C9H18Cl2MoS4, from the OMol25 dataset.

Values from the calculation:
E_HOMO (alpha / beta) = -0.8737 / -0.8737 Ha
Largest force on an atom = 3.29 eV/A
Net charge = +4
DFT total energy = -2933.3221 a.u.
Kohn-Sham gap (alpha / beta) = 6.83 / 6.83 eV

Cartesian coordinates (Å):
Mo 0.067 -0.488 -0.972
C 2.107 1.193 1.165
C 2.404 1.888 -0.144
S 1.096 1.599 -1.384
C -0.128 2.952 -1.383
C -1.292 2.653 -0.464
S -1.896 0.948 -0.776
C -2.678 0.490 0.816
C -2.806 -1.013 0.893
S -1.258 -1.891 0.494
C -0.290 -2.111 2.025
C 0.613 -0.940 2.327
S 1.658 -0.562 0.865
H 1.300 1.656 1.732
H 3.009 1.194 1.786
H 3.314 1.522 -0.624
H 2.521 2.965 0.002
H -0.427 3.044 -2.430
H 0.374 3.882 -1.103
H -2.122 3.331 -0.689
H -1.047 2.738 0.594
H -3.676 0.940 0.824
H -2.092 0.926 1.625
H -3.526 -1.404 0.169
H -3.142 -1.331 1.883
H 0.261 -3.041 1.867
H -0.989 -2.284 2.847
H 1.290 -1.194 3.149
H 0.068 -0.036 2.598
Cl 0.853 -5.054 -3.645
C 1.635 -3.604 -3.688
Cl 0.609 -2.251 -2.483
H 1.569 -3.100 -4.651
H 2.620 -3.616 -3.227

The following is a quantum chemistry calculation of 3 unconnected molecules or ions with the total composition C9H18ClO8P, from the OMol25 dataset.

Values from the calculation:
E_HOMO = -0.3549 Ha
Largest force on an atom = 0.38 eV/A
Structure (SMILES) = O=C(O)OP(O)Cl.CCOC(C)=O.CCOC(C)=O
Net charge = 0
DFT total energy = -1757.3037 a.u.
Kohn-Sham gap = 10.10 eV

Cartesian coordinates (Å):
O 0.339 3.054 -2.718
C 0.017 2.096 -2.092
O 0.631 0.895 -2.109
O -1.030 2.059 -1.243
P -2.255 0.917 -1.265
O -1.480 -0.489 -1.202
Cl -2.625 0.973 -3.315
H 1.044 0.782 -2.976
H -0.936 -0.741 -1.970
O -3.334 1.808 1.598
C -2.504 2.101 2.416
O -2.092 3.385 2.476
C -1.217 3.873 3.498
C 0.241 3.656 3.152
C -1.857 1.065 3.305
H -1.477 3.442 4.466
H -1.437 4.938 3.555
H 0.483 2.595 3.080
H 0.879 4.100 3.916
H 0.470 4.119 2.192
H -1.012 0.635 2.766
H -2.587 0.280 3.485
H -1.506 1.444 4.261
O -0.153 -1.959 -3.386
C 0.494 -2.639 -2.627
O 1.577 -2.084 -2.061
C 2.307 -2.679 -0.982
C 3.375 -3.632 -1.473
C 0.151 -4.078 -2.338
H 1.624 -3.157 -0.278
H 2.758 -1.834 -0.465
H 2.944 -4.481 -2.003
H 3.953 -4.013 -0.630
H 4.052 -3.118 -2.155
H 0.630 -4.701 -3.094
H -0.926 -4.190 -2.430
H 0.459 -4.420 -1.354

The following is a quantum chemistry calculation of a molecular structure, C9H18CoNO5P, from the OMol25 dataset.

Values from the calculation:
E_HOMO (alpha / beta) = -0.4688 / -0.4795 Ha
Largest force on an atom = 1.02 eV/A
Net charge = +1
Spin multiplicity = 5
DFT total energy = -2508.5941 a.u.
Kohn-Sham gap (alpha / beta) = 10.13 / 6.66 eV

Cartesian coordinates (Å):
Co -0.194 -0.900 0.092
O 1.828 -0.878 0.880
C 1.894 -0.927 2.318
C 1.428 0.368 2.986
N -0.004 0.625 2.889
C -0.426 1.842 2.243
C 0.010 1.887 0.731
O 0.719 2.789 0.368
O -0.481 0.928 0.013
C -0.911 -0.176 3.559
C -1.715 -1.366 2.621
O -2.766 -1.661 3.098
O -1.039 -1.798 1.652
H 2.454 -0.221 0.550
H 2.918 -1.137 2.626
H 1.267 -1.764 2.617
H 1.950 1.217 2.543
H 1.708 0.316 4.042
H 0.041 2.706 2.719
H -1.510 1.931 2.291
H -1.748 0.390 3.958
H -0.437 -0.787 4.326
C -0.031 -4.152 -0.659
P -0.251 -2.550 -1.501
C -1.790 -2.774 -2.445
C 1.046 -2.540 -2.779
H -0.083 -4.961 -1.387
H -0.817 -4.278 0.085
H 0.936 -4.182 -0.157
H -1.712 -3.685 -3.038
H -1.949 -1.923 -3.106
H -2.639 -2.855 -1.767
H 0.963 -3.438 -3.392
H 2.030 -2.513 -2.313
H 0.935 -1.662 -3.414

The following is a quantum chemistry calculation of a molecular structure, C9H18CsNO, from the OMol25 dataset.

Values from the calculation:
E_HOMO = -0.2150 Ha
ΔE to the lowest compared entry with this formula, charge and spin = 587.9 kJ/mol
Largest force on an atom = 16.35 eV/A
Net charge = 0
DFT total energy = -503.5526 a.u.
Kohn-Sham gap = 5.57 eV

Cartesian coordinates (Å):
Cs 1.837 -2.721 1.048
C -2.356 0.049 1.520
C -1.275 -0.195 0.435
C -1.507 1.023 -0.543
C -0.371 1.234 -1.601
C 0.922 1.301 -0.787
C 1.330 0.103 0.108
N 0.099 -0.113 0.993
O 0.435 -1.012 2.078
C 2.506 0.686 0.871
C 1.700 -1.090 -0.755
C -1.554 -1.535 -0.300
H -2.370 -0.717 2.296
H -3.363 0.100 1.105
H -2.237 1.011 2.018
H -1.582 1.964 0.003
H -2.440 1.028 -1.106
H -0.615 2.198 -2.048
H -0.369 0.384 -2.283
H 0.611 2.164 -0.198
H 1.636 1.615 -1.548
H 2.208 1.459 1.579
H 3.251 1.127 0.210
H 3.059 -0.084 1.409
H 1.121 -1.093 -1.678
H 1.498 -2.034 -0.248
H 2.748 -1.148 -1.050
H -1.133 -2.366 0.267
H -1.178 -1.612 -1.320
H -2.612 -1.728 -0.478

The following is a quantum chemistry calculation of a gas-phase ion, C9H18N (charge +1), from the OMol25 dataset.

Values from the calculation:
E_HOMO (alpha / beta) = -0.3958 / -0.4728 Ha
ΔE to the lowest compared entry with this formula, charge and spin = 420.2 kJ/mol
Largest force on an atom = 4.19 eV/A
Net charge = +1
DFT total energy = -408.0413 a.u.
Kohn-Sham gap (alpha / beta) = 5.44 / 9.40 eV

Cartesian coordinates (Å):
C -3.070 -0.840 0.022
C 0.444 0.674 0.070
C 1.709 -0.221 -0.238
C -1.142 0.441 -0.082
C 0.496 1.619 1.269
C 2.803 -0.132 0.711
C 1.797 -1.098 -1.415
C -1.837 1.658 -0.704
C -0.939 -1.838 0.296
N -1.768 -0.684 0.062
H -3.444 -1.802 0.208
H -3.825 -0.055 0.005
H 0.519 1.310 -0.755
H 0.163 1.174 2.187
H 0.025 2.588 1.127
H 1.560 1.902 1.526
H 2.434 -0.094 1.726
H 3.348 0.759 0.743
H 3.482 -1.033 0.602
H 2.543 -0.596 -2.092
H 0.866 -1.119 -2.023
H 1.987 -2.112 -1.573
H -2.840 1.820 -0.220
H -2.037 1.585 -1.756
H -1.227 2.534 -0.585
H -0.337 -2.179 -0.552
H -1.503 -2.725 0.531
H -0.205 -1.536 0.910

The following is a quantum chemistry calculation of a gas-phase ion, C9H18N3 (charge +1), from the OMol25 dataset.

Values from the calculation:
E_HOMO (alpha / beta) = -0.2909 / -0.4778 Ha
ΔE to the lowest compared entry with this formula, charge and spin = 185.1 kJ/mol
Largest force on an atom = 8.06 eV/A
Net charge = +1
Spin multiplicity = 3
DFT total energy = -517.5166 a.u.
Kohn-Sham gap (alpha / beta) = 5.40 / 8.35 eV

Cartesian coordinates (Å):
C 1.716 0.241 -1.190
C 0.876 0.092 -0.133
C 0.535 -1.203 0.735
C -1.446 1.006 0.234
C -1.554 -0.086 1.272
C 1.586 1.651 -1.741
C 2.722 2.522 -1.239
C -1.507 -1.803 -0.578
C -1.156 -2.493 1.766
N 0.274 2.089 -1.048
N 0.028 1.140 0.016
N -0.975 -1.425 0.763
H 2.405 -0.457 -1.536
H 0.811 -2.113 0.371
H 0.880 -0.946 1.758
H -2.163 0.986 -0.587
H -1.764 2.000 0.785
H -1.063 0.224 2.137
H -2.619 -0.199 1.335
H 1.490 1.662 -2.792
H 2.762 2.200 -0.229
H 2.605 3.614 -1.199
H 3.613 2.261 -1.751
H -1.105 -1.050 -1.333
H -1.256 -2.898 -0.826
H -2.554 -1.767 -0.406
H -2.191 -2.736 1.835
H -0.607 -3.305 1.449
H -0.777 -2.081 2.698
H 0.434 2.872 -0.564

The following is a quantum chemistry calculation of a single C9H18NO4P molecule, from the OMol25 dataset.

Values from the calculation:
E_HOMO (alpha / beta) = -0.1518 / -0.3728 Ha
ΔE to the lowest compared entry with this formula, charge and spin = 195.5 kJ/mol
Largest force on an atom = 13.31 eV/A
Net charge = 0
Spin multiplicity = 3
DFT total energy = -1050.5562 a.u.
Kohn-Sham gap (alpha / beta) = 4.89 / 7.57 eV

Cartesian coordinates (Å):
C 3.042 -0.014 -1.510
C 0.659 0.596 0.930
C 2.109 0.350 0.485
C 1.554 1.769 0.492
C 3.113 -0.148 1.494
C -2.738 -2.697 0.233
C -2.115 2.457 -1.128
C -1.288 -2.717 0.712
C -2.817 1.219 -0.581
N 3.955 0.768 -1.429
O -0.475 -0.349 -1.521
O 2.052 -0.327 -0.737
O -0.779 -1.454 0.869
O -2.065 0.561 0.433
P -0.658 -0.172 -0.081
H 2.983 -0.461 -2.425
H 0.289 0.544 2.013
H 1.956 2.377 1.254
H 1.273 2.129 -0.485
H 3.976 1.399 -0.635
H 3.304 0.503 2.300
H 4.043 -0.341 0.878
H 2.744 -1.044 1.875
H -3.303 -1.835 0.515
H -2.976 -2.927 -0.825
H -3.215 -3.506 0.789
H -2.796 2.953 -1.853
H -1.627 2.985 -0.380
H -1.408 1.973 -1.717
H -0.727 -3.239 -0.112
H -1.152 -3.209 1.652
H -3.078 0.509 -1.337
H -3.835 1.348 -0.170

The following is a quantum chemistry calculation of a molecular structure, C9H18O9Rb, from the OMol25 dataset.

Values from the calculation:
E_HOMO = -0.5084 Ha
ΔE to the lowest compared entry with this formula, charge and spin = 63.3 kJ/mol
Largest force on an atom = 2.32 eV/A
Net charge = +1
DFT total energy = -1054.8194 a.u.
Kohn-Sham gap = 10.89 eV

Cartesian coordinates (Å):
Rb 1.070 0.418 -1.104
C 4.669 2.305 1.387
O 4.456 1.301 2.368
C 3.467 0.461 2.189
O 2.821 0.376 1.166
O 3.309 -0.235 3.282
C 2.485 -1.373 3.256
H 3.765 2.901 1.236
H 5.008 1.848 0.461
H 5.378 3.025 1.787
H 3.071 -2.299 3.250
H 1.776 -1.430 2.435
H 1.966 -1.483 4.209
C -0.329 -2.727 -4.285
O -1.595 -2.168 -3.948
C -1.788 -1.755 -2.725
O -0.914 -1.333 -1.974
O -3.066 -1.874 -2.423
C -3.672 -1.395 -1.259
H 0.482 -1.999 -4.259
H -0.452 -3.159 -5.269
H -0.029 -3.493 -3.569
H -3.341 -0.419 -0.915
H -3.653 -2.086 -0.415
H -4.731 -1.264 -1.488
C -1.309 -0.581 1.642
O -1.420 0.197 0.437
C -1.812 1.471 0.574
O -2.101 2.003 1.615
O -1.665 2.077 -0.571
C -1.975 3.470 -0.681
H -0.849 -1.521 1.350
H -2.279 -0.612 2.127
H -0.557 -0.117 2.289
H -3.027 3.658 -0.474
H -1.763 3.736 -1.712
H -1.396 4.076 0.012

The following is a quantum chemistry calculation of a molecular structure, C9H19B2FORb, from the OMol25 dataset.

Values from the calculation:
E_HOMO = -0.1900 Ha
Largest force on an atom = 2.20 eV/A
Net charge = -1
DFT total energy = -603.1712 a.u.
Kohn-Sham gap = 7.11 eV

Cartesian coordinates (Å):
Rb 1.829 -0.917 -0.896
B 3.170 -0.668 1.913
H 3.910 -1.073 2.716
H 3.729 -0.560 0.912
H 2.282 -1.399 1.808
H 2.778 0.396 2.220
B 3.673 -3.348 -1.836
H 4.185 -3.370 -2.886
H 2.540 -3.528 -1.940
H 4.110 -4.140 -1.101
H 3.801 -2.314 -1.362
C -3.373 -0.880 -1.025
C -2.101 -1.145 -0.237
O -1.027 -1.161 -0.798
C -2.161 -1.447 1.252
H -4.214 -1.212 -0.413
H -3.358 -1.397 -1.977
H -3.444 0.208 -1.083
H -3.177 -1.231 1.587
H -1.435 -0.842 1.789
H -1.909 -2.498 1.381
F 1.430 2.016 -1.305
C 0.318 2.425 -0.669
C -0.666 3.125 -1.326
C -1.878 3.344 -0.666
C -1.999 3.029 0.681
C -0.959 2.373 1.350
C 0.191 2.038 0.661
H -0.580 3.392 -2.371
H -2.664 3.870 -1.191
H -2.887 3.324 1.226
H -1.089 2.081 2.383
H 0.974 1.510 1.202

The following is a quantum chemistry calculation of a molecular structure, C9H19BrMnNO, from the OMol25 dataset.

Values from the calculation:
E_HOMO (alpha / beta) = -0.2697 / -0.2698 Ha
Largest force on an atom = 3.82 eV/A
Net charge = 0
Spin multiplicity = 7
DFT total energy = -4209.2044 a.u.
Kohn-Sham gap (alpha / beta) = 7.02 / 5.97 eV

Cartesian coordinates (Å):
Mn 2.612 0.365 6.144
Br 0.473 0.539 4.597
C -0.575 1.935 -1.496
C -0.976 1.008 -0.298
C -2.045 -0.043 -0.779
C -1.347 -1.296 -1.391
C -0.080 -1.872 -0.653
C 0.997 -0.829 -0.118
N 0.222 0.332 0.364
O 0.973 1.068 1.232
C 1.838 -1.554 0.896
C 1.832 -0.531 -1.351
C -1.725 1.886 0.797
H -1.533 2.269 -1.896
H -0.023 2.806 -1.145
H 0.052 1.567 -2.308
H -2.685 -0.379 0.037
H -2.688 0.372 -1.555
H -2.134 -2.002 -1.655
H -0.912 -0.942 -2.326
H 0.425 -2.579 -1.311
H -0.308 -2.543 0.175
H 1.974 -2.620 0.710
H 1.664 -1.460 1.968
H 2.878 -1.231 0.937
H 2.462 -1.414 -1.456
H 2.470 0.331 -1.157
H 1.258 -0.336 -2.257
H -1.526 1.514 1.802
H -1.391 2.922 0.846
H -2.791 1.922 0.572
H 0.609 0.796 2.078

The following is a quantum chemistry calculation of a gas-phase ion, C9H19BrNO (charge +1), from the OMol25 dataset.

Values from the calculation:
E_HOMO = -0.5252 Ha
ΔE to the lowest compared entry with this formula, charge and spin = 181.6 kJ/mol
Largest force on an atom = 4.37 eV/A
Structure (SMILES) = CCCC[C@H]1CO[C@@](C)(Br)[N@@H+]1C
Net charge = +1
DFT total energy = -3058.0111 a.u.
Kohn-Sham gap = 11.20 eV

Cartesian coordinates (Å):
C 0.804 -0.880 1.186
C 0.296 -0.121 -0.148
C 2.538 0.291 0.450
C 3.235 1.647 0.583
C -4.059 -0.515 1.138
C 1.588 1.192 -1.894
C -0.778 -0.777 -1.001
C -2.857 -0.105 0.276
C -1.937 -1.239 -0.144
N 1.618 0.126 -0.789
O 1.915 -0.090 1.558
Br 4.008 -1.097 -0.022
H 0.132 -0.650 1.925
H 0.906 -1.975 1.056
H -0.143 0.767 0.285
H 3.991 1.736 1.413
H 2.417 2.421 1.101
H 3.674 1.877 -0.344
H -4.809 -1.129 0.561
H -4.391 0.544 1.401
H -3.507 -1.144 1.837
H 1.373 2.148 -1.369
H 2.550 1.182 -2.493
H 0.765 0.979 -2.645
H -1.102 -0.005 -1.751
H -0.372 -1.631 -1.426
H -2.365 0.601 1.022
H -3.241 0.395 -0.619
H -1.748 -1.924 0.744
H -2.518 -1.903 -0.688
H 2.019 -0.723 -1.202